Below is a cluster of 15 separate species, C50H135N5O20 in total, with properties calculated with wB97M-V/def2-TZVPD.

The calculation puts the total energy at -3764.18063 Ha. As for the orbital gap: 8.94 eV. The value obtained for the molar mass is 1126.64 g mol⁻¹.

Bonds (Å) are listed after each position.
Cartesian coordinates (Å):
1 C 8.1342 23.6714 13.6187  C2 1.532, H5 1.090, H6 1.090, H7 1.090
2 C 7.6118 22.2476 13.8356  C1 1.532, C3 1.503, O4 1.424, H8 1.090
3 C 7.3257 21.6924 12.4688  C2 1.503, H9 1.090, H10 1.090, H11 1.090
4 O 8.6302 21.4482 14.4288  C2 1.424, H12 0.960
5 H 7.4669 24.2924 13.0212  C1 1.090
6 H 9.1124 23.6965 13.1384  C1 1.090
7 H 8.2205 24.1984 14.5689  C1 1.090
8 H 6.6983 22.2370 14.4303  C2 1.090
9 H 8.1605 21.8525 11.7864  C3 1.090
10 H 6.4297 22.1013 12.0017  C3 1.090
11 H 7.0854 20.6321 12.5474  C3 1.090
12 H 9.4136 21.7562 13.9674  O4 0.960
13 C 13.2758 18.7138 20.1074  C14 1.532, H17 1.090, H18 1.090, H19 1.090
14 C 12.1686 18.8715 21.1540  C13 1.532, C15 1.510, O16 1.423, H20 1.090
15 C 11.6414 20.2862 21.1573  C14 1.510, H21 1.090, H22 1.090, H23 1.090
16 O 11.1167 17.9812 20.8006  C14 1.423, H24 0.960
17 H 12.9520 18.9920 19.1045  C13 1.090
18 H 13.6345 17.6909 19.9931  C13 1.090
19 H 14.1676 19.3084 20.3056  C13 1.090
20 H 12.5867 18.5447 22.1061  C14 1.090
21 H 11.0020 20.3744 22.0356  C15 1.090
22 H 11.0573 20.4276 20.2480  C15 1.090
23 H 12.3833 21.0848 21.1548  C15 1.090
24 H 10.5951 17.8046 21.5869  O16 0.960
25 C 7.1237 21.1681 17.5826  C26 1.514, H29 1.090, H30 1.090, H31 1.090
26 C 8.3545 20.2869 17.5706  C25 1.514, C27 1.527, O28 1.375, H32 1.090
27 C 8.4697 19.3651 18.7826  C26 1.527, H33 1.090, H34 1.090, H35 1.090
28 O 8.3730 19.5281 16.4238  C26 1.375, H36 0.960
29 H 6.9055 21.5940 16.6033  C25 1.090
30 H 7.1261 21.9794 18.3105  C25 1.090
31 H 6.2231 20.5875 17.7824  C25 1.090
32 H 9.2660 20.8846 17.5766  C26 1.090
33 H 9.3598 18.7407 18.7057  C27 1.090
34 H 7.5771 18.7546 18.9191  C27 1.090
35 H 8.6332 20.0186 19.6396  C27 1.090
36 H 8.4486 20.1558 15.7013  O28 0.960
37 C 17.0995 17.3589 14.2598  C38 1.583, H41 1.090, H42 1.090, H43 1.090
38 C 17.5550 16.7370 12.8768  C37 1.583, C39 1.473, O40 1.416, H44 1.090
39 C 17.5503 15.2658 12.9572  C38 1.473, H45 1.090, H46 1.090, H47 1.090
40 O 16.6235 17.2113 11.9219  C38 1.416, H48 0.960
41 H 16.1256 16.9763 14.5650  C37 1.090
42 H 17.1845 18.4456 14.2599  C37 1.090
43 H 17.8190 17.0153 15.0029  C37 1.090
44 H 18.5418 17.1069 12.5984  C38 1.090
45 H 17.6186 14.8462 11.9535  C39 1.090
46 H 16.6533 14.9765 13.5048  C39 1.090
47 H 18.4001 14.8383 13.4893  C39 1.090
48 H 17.1246 17.6761 11.2478  O40 0.960
49 C 10.8581 16.6734 13.1155  C50 1.569, H53 1.090, H54 1.090, H55 1.090
50 C 9.8385 17.7216 13.6831  C49 1.569, C51 1.534, O52 1.418, H56 1.090
51 C 8.4333 17.6250 13.0744  C50 1.534, H57 1.090, H58 1.090, H59 1.090
52 O 9.8196 17.4623 15.0766  C50 1.418, H60 0.960
53 H 11.3087 16.9199 12.1541  C49 1.090
54 H 10.4854 15.6624 12.9512  C49 1.090
55 H 11.7425 16.5098 13.7312  C49 1.090
56 H 10.2428 18.7185 13.5076  C50 1.090
57 H 8.3902 17.6696 11.9862  C51 1.090
58 H 7.8975 18.4355 13.5685  C51 1.090
59 H 7.9043 16.6912 13.2650  C51 1.090
60 H 9.2314 18.0716 15.5288  O52 0.960
61 C 14.0566 22.8861 9.2168  O62 1.384, H63 1.090, H64 1.090, H65 1.090
62 O 14.6937 24.0924 8.9862  C61 1.384, H66 0.960
63 H 13.8210 22.5616 8.2032  C61 1.090
64 H 14.6848 22.1021 9.6397  C61 1.090
65 H 13.1161 22.8683 9.7675  C61 1.090
66 H 14.6653 24.5479 9.8308  O62 0.960
67 C 11.4895 18.7478 9.0939  O68 1.446, H69 1.090, H70 1.090, H71 1.090
68 O 12.3878 19.4729 8.2232  C67 1.446, H72 0.960
69 H 11.9780 18.4197 10.0114  C67 1.090
70 H 10.6570 19.3788 9.4053  C67 1.090
71 H 11.1148 17.8545 8.5941  C67 1.090
72 H 13.1613 18.9370 8.0333  O68 0.960
73 C 9.5792 22.8602 9.0790  O74 1.396, H75 1.090, H76 1.090, H77 1.090
74 O 9.4117 23.6863 10.1912  C73 1.396, H78 0.960
75 H 10.6158 22.5283 9.0209  C73 1.090
76 H 8.8794 22.0267 9.1392  C73 1.090
77 H 9.2977 23.4940 8.2381  C73 1.090
78 H 8.5037 23.7667 10.4925  O74 0.960
79 C 12.1502 16.0848 17.2706  O80 1.468, H81 1.090, H82 1.090, H83 1.090
80 O 11.5291 15.5533 16.0517  C79 1.468, H84 0.960
81 H 13.0610 16.5976 16.9617  C79 1.090
82 H 11.3922 16.8216 17.5366  C79 1.090
83 H 12.1753 15.3226 18.0494  C79 1.090
84 H 10.9002 16.2229 15.7730  O80 0.960
85 C 14.3831 26.2523 15.7202  O86 1.473, H87 1.090, H88 1.090, H89 1.090
86 O 15.1824 25.8470 16.8888  C85 1.473, H90 0.960
87 H 14.6084 27.2627 15.3788  C85 1.090
88 H 14.5604 25.5724 14.8869  C85 1.090
89 H 13.3197 26.2873 15.9571  C85 1.090
90 H 15.0877 24.9245 17.1368  O86 0.960
91 C 9.9227 23.7983 17.5845  O92 1.467, H100 1.090, H101 1.090, H102 1.090
92 O 11.2350 23.1534 17.7069  C91 1.467, C93 1.418
93 C 12.1821 23.8352 18.5118  O92 1.418, C94 1.505, H103 1.090, H104 1.090
94 C 13.4977 23.1278 18.6944  C93 1.505, N95 1.452, H105 1.090, H106 1.090
95 N 14.2693 23.1659 17.4650  C94 1.452, C96 1.485, H107 1.010
96 C 15.5478 22.4391 17.6704  N95 1.485, C97 1.518, H108 1.090, H109 1.090
97 C 16.3936 22.3937 16.4113  C96 1.518, O98 1.402, H110 1.090, H111 1.090
98 O 17.6261 21.8040 16.7261  C97 1.402, C99 1.411
99 C 17.6525 20.4043 16.9000  O98 1.411, H112 1.090, H113 1.090, H114 1.090
100 H 9.2749 23.6830 18.4536  C91 1.090
101 H 9.3082 23.4011 16.7767  C91 1.090
102 H 9.9751 24.8850 17.5175  C91 1.090
103 H 11.7903 24.0019 19.5151  C93 1.090
104 H 12.2736 24.8389 18.0966  C93 1.090
105 H 13.3340 22.0604 18.8423  C94 1.090
106 H 13.9776 23.5353 19.5842  C94 1.090
107 H 13.8251 22.6380 16.7273  N95 1.010
108 H 15.3211 21.4896 18.1555  C96 1.090
109 H 16.0748 22.9995 18.4426  C96 1.090
110 H 16.5147 23.4249 16.0795  C97 1.090
111 H 15.8714 21.8620 15.6158  C97 1.090
112 H 17.0780 19.9079 16.1179  C99 1.090
113 H 17.2169 20.1557 17.8677  C99 1.090
114 H 18.6692 20.0154 16.9561  C99 1.090
115 C 14.6462 19.7497 11.0017  O116 1.372, H124 1.090, H125 1.090, H126 1.090
116 O 15.8380 20.3889 11.2315  C115 1.372, C117 1.439
117 C 16.0144 21.0308 12.5067  O116 1.439, C118 1.497, H127 1.090, H128 1.090
118 C 17.0902 22.0696 12.4435  C117 1.497, N119 1.520, H129 1.090, H130 1.090
119 N 16.5717 23.3364 11.7816  C118 1.520, C120 1.448, H131 1.010
120 C 16.2924 24.4454 12.6696  N119 1.448, C121 1.555, H132 1.090, H133 1.090
121 C 15.5083 25.5860 11.9600  C120 1.555, O122 1.467, H134 1.090, H135 1.090
122 O 14.1933 25.0950 11.5349  C121 1.467, C123 1.434
123 C 13.2349 26.1248 11.2572  O122 1.434, H136 1.090, H137 1.090, H138 1.090
124 H 14.4540 19.0052 11.7742  C115 1.090
125 H 14.5555 19.2782 10.0231  C115 1.090
126 H 13.8011 20.4379 11.0142  C115 1.090
127 H 16.2871 20.2895 13.2578  C117 1.090
128 H 15.0885 21.4525 12.8978  C117 1.090
129 H 17.9372 21.6630 11.8910  C118 1.090
130 H 17.4040 22.1860 13.4809  C118 1.090
131 H 15.6821 23.0913 11.3710  N119 1.010
132 H 17.2571 24.8046 13.0280  C120 1.090
133 H 15.7773 24.1738 13.5910  C120 1.090
134 H 16.0343 25.9573 11.0805  C121 1.090
135 H 15.5223 26.4230 12.6581  C121 1.090
136 H 13.2280 26.9178 12.0050  C123 1.090
137 H 12.2593 25.6636 11.4103  C123 1.090
138 H 13.2400 26.6316 10.2921  C123 1.090
139 C 7.9347 19.2074 9.1059  O140 1.386, H148 1.090, H149 1.090, H150 1.090
140 O 8.3495 17.8911 9.2366  C139 1.386, C141 1.448
141 C 8.3328 17.0930 8.0281  O140 1.448, C142 1.542, H151 1.090, H152 1.090
142 C 8.6133 15.6366 8.4517  C141 1.542, N143 1.430, H153 1.090, H154 1.090
143 N 9.8725 15.4922 9.1138  C142 1.430, C144 1.459, H155 1.010
144 C 9.9355 14.3217 9.9820  N143 1.459, C145 1.566, H156 1.090, H157 1.090
145 C 10.0445 12.9456 9.2427  C144 1.566, O146 1.438, H158 1.090, H159 1.090
146 O 10.1265 11.8494 10.1705  C145 1.438, C147 1.413
147 C 10.6216 10.6546 9.6023  O146 1.413, H160 1.090, H161 1.090, H162 1.090
148 H 8.4419 19.6620 8.2550  C139 1.090
149 H 8.1900 19.6323 10.0767  C139 1.090
150 H 6.8798 19.3930 8.9038  C139 1.090
151 H 9.0812 17.5324 7.3687  C141 1.090
152 H 7.3096 17.1430 7.6558  C141 1.090
153 H 8.4939 14.8980 7.6590  C142 1.090
154 H 7.8166 15.4762 9.1781  C142 1.090
155 H 9.9908 16.2708 9.7462  N143 1.010
156 H 9.0806 14.3495 10.6576  C144 1.090
157 H 10.6804 14.3262 10.7777  C144 1.090
158 H 10.9848 12.9938 8.6934  C145 1.090
159 H 9.1897 12.8086 8.5805  C145 1.090
160 H 10.4996 9.9507 10.4255  C147 1.090
161 H 11.6847 10.7427 9.3784  C147 1.090
162 H 9.9846 10.4047 8.7538  C147 1.090
163 C 14.0690 19.2972 15.2461  O164 1.399, H172 1.090, H173 1.090, H174 1.090
164 O 13.6192 19.8082 16.4678  C163 1.399, C165 1.432
165 C 12.2078 20.0079 16.6043  O164 1.432, C166 1.553, H175 1.090, H176 1.090
166 C 11.7174 20.9268 15.4529  C165 1.553, N167 1.419, H177 1.090, H178 1.090
167 N 12.2849 22.2260 15.3850  C166 1.419, C168 1.446, H179 1.010
168 C 11.6153 23.0789 14.4283  N167 1.446, C169 1.564, H180 1.090, H181 1.090
169 C 11.6656 22.6586 12.9224  C168 1.564, O170 1.421, H182 1.090, H183 1.090
170 O 10.7165 21.6081 12.8016  C169 1.421, C171 1.425
171 C 11.0045 20.7103 11.7330  O170 1.425, H184 1.090, H185 1.090, H186 1.090
172 H 15.1435 19.1254 15.1823  C163 1.090
173 H 13.9731 19.9832 14.4046  C163 1.090
174 H 13.6265 18.3550 14.9229  C163 1.090
175 H 12.0577 20.5430 17.5419  C165 1.090
176 H 11.7532 19.0172 16.6004  C165 1.090
177 H 10.6641 21.0033 15.7229  C166 1.090
178 H 11.7967 20.4051 14.4992  C166 1.090
179 H 11.9690 22.6284 16.2559  N167 1.010
180 H 12.0097 24.0938 14.4771  C168 1.090
181 H 10.5864 23.2184 14.7598  C168 1.090
182 H 12.6978 22.4266 12.6599  C169 1.090
183 H 11.3651 23.4377 12.2218  C169 1.090
184 H 11.8177 19.9929 11.8426  C171 1.090
185 H 11.1021 21.1713 10.7501  C171 1.090
186 H 10.1918 19.9875 11.8044  C171 1.090
187 C 11.7969 28.8526 16.5921  O188 1.417, H196 1.090, H197 1.090, H198 1.090
188 O 11.1363 28.2500 15.4925  C187 1.417, C189 1.468
189 C 9.7379 27.8636 15.7165  O188 1.468, C190 1.522, H199 1.090, H200 1.090
190 C 9.1699 27.0648 14.5516  C189 1.522, N191 1.485, H201 1.090, H202 1.090
191 N 8.9108 28.0215 13.4456  C190 1.485, C192 1.500, H203 1.010
192 C 8.2823 27.3092 12.2847  N191 1.500, C193 1.544, H204 1.090, H205 1.090
193 C 9.4272 26.7098 11.4396  C192 1.544, O194 1.505, H206 1.090, H207 1.090
194 O 10.4862 27.7612 11.2429  C193 1.505, C195 1.412
195 C 10.1473 28.6998 10.2437  O194 1.412, H208 1.090, H209 1.090, H210 1.090
196 H 11.7147 28.1585 17.4285  C187 1.090
197 H 11.4214 29.8521 16.8114  C187 1.090
198 H 12.8657 28.9352 16.3951  C187 1.090
199 H 9.1036 28.7359 15.8741  C189 1.090
200 H 9.6302 27.3057 16.6467  C189 1.090
201 H 8.2978 26.5771 14.9873  C190 1.090
202 H 9.9117 26.3037 14.3097  C190 1.090
203 H 9.8120 28.3393 13.1186  N191 1.010
204 H 7.6208 27.9955 11.7561  C192 1.090
205 H 7.6999 26.4766 12.6793  C192 1.090
206 H 9.0517 26.2514 10.5247  C193 1.090
207 H 9.8919 25.8708 11.9574  C193 1.090
208 H 9.8741 28.1961 9.3165  C195 1.090
209 H 11.0001 29.3344 10.0026  C195 1.090
210 H 9.3437 29.3963 10.4830  C195 1.090